[1]
{"formula": "C37H35ClGdN2S2Si2", "method": "ωB97M-V with the def2-TZVPD basis set", "total_charge": 1, "s2": 16.80, "lumo_energy_ev": [-3.61, -4.18], "multiplicity": 8, "homo_energy_ev": [-8.3270, -10.9444], "species": ["C", "C", "C", "H", "C", "C", "H", "H", "H", "H", "Gd", "Si", "C", "C", "H", "C", "H", "C", "H", "C", "H", "C", "H", "C", "C", "H", "C", "H", "C", "H", "C", "H", "C", "H", "H", "Si", "C", "C", "H", "C", "H", "C", "H", "C", "H", "C", "H", "C", "C", "H", "C", "H", "C", "H", "C", "H", "C", "H", "H", "Cl", "C", "C", "N", "C", "C", "S", "C", "C", "S", "C", "N", "C", "H", "H", "H", "H", "H", "H", "H", "H"], "coordinates": [[0.9098, 1.3296, 0.7852], [-0.1266, 1.8951, -0.0057], [-1.1697, 2.2792, 0.8820], [-0.0577, 2.1313, -1.0663], [-0.8128, 1.9021, 2.2063], [0.4887, 1.3299, 2.1432], [1.1132, 1.0685, 2.9908], [1.9162, 1.0966, 0.4372], [-2.0457, 2.8627, 0.6018], [-1.3606, 2.1166, 3.1237], [-1.1552, -0.3498, 0.9368], [-4.2246, -2.1665, -2.7090], [-4.3206, -1.1241, -4.2559], [-5.1820, -1.4762, -5.3046], [-5.8068, -2.3590, -5.2089], [-5.2151, -0.7249, -6.4871], [-5.8273, -1.0615, -7.3226], [-4.4418, 0.4358, -6.6064], [-4.4652, 1.0121, -7.5334], [-3.6125, 0.8188, -5.5466], [-3.0064, 1.7249, -5.6118], [-3.5519, 0.0318, -4.4020], [-2.8520, 0.3286, -3.6252], [-4.4656, -1.0596, -1.2053], [-4.2246, 0.3181, -1.2539], [-4.0452, 0.8616, -2.1846], [-4.3722, 1.1002, -0.0516], [-4.4107, 2.1905, -0.1455], [-4.0076, 0.4474, 1.1935], [-3.6074, 0.9927, 2.0433], [-4.5110, -0.8956, 1.2880], [-4.5926, -1.4074, 2.2327], [-4.9358, -1.5303, 0.0729], [-5.3898, -2.5192, 0.1341], [-2.7965, -2.5080, -2.5746], [-5.9391, 0.1605, 0.6602], [-7.3464, 0.3648, 1.9561], [-8.4771, 1.1398, 1.6400], [-8.4835, 1.7887, 0.7608], [-9.6479, 1.0592, 2.4045], [-10.5431, 1.6041, 2.1028], [-9.6823, 0.2695, 3.5631], [-10.5939, 0.2015, 4.1593], [-8.5252, -0.4164, 3.9523], [-8.5252, -1.0044, 4.8797], [-7.3613, -0.3596, 3.1656], [-6.4640, -0.8970, 3.4890], [-7.1712, 0.1892, -0.8740], [-7.2563, 1.3039, -1.7041], [-6.8062, 2.2597, -1.4290], [-7.9256, 1.2105, -2.9352], [-7.9922, 2.1147, -3.5437], [-8.5107, 0.0072, -3.3329], [-9.0159, -0.0642, -4.3059], [-8.4658, -1.0889, -2.4712], [-8.9456, -2.0303, -2.7398], [-7.8189, -0.9907, -1.2324], [-7.8247, -1.8611, -0.5756], [-4.9239, -3.3968, -2.9921], [-2.0313, -2.5967, 1.6303], [-0.7224, -0.3970, -2.8047], [0.4298, -0.9863, -2.0969], [0.4477, -1.2089, -0.7890], [1.6700, -1.7879, -0.3927], [2.5280, -2.0427, -1.4454], [1.8493, -1.5409, -2.9570], [1.9337, -1.9565, 1.0113], [3.0858, -2.4318, 1.6253], [2.9442, -2.3869, 3.3463], [1.3399, -1.6817, 3.1649], [0.9526, -1.5319, 1.9136], [0.4969, -1.3851, 4.3372], [-0.4432, -0.2617, -3.8601], [-1.5544, -1.1152, -2.7422], [-1.0038, 0.5670, -2.3464], [3.5147, -2.4772, -1.3263], [3.9595, -2.8008, 1.1007], [0.9832, -1.8784, 5.1878], [0.4642, -0.3036, 4.5221], [-0.5169, -1.7757, 4.1719]], "forces_ev_per_a": [[-0.0468, 0.6742, 0.3203], [0.2488, 0.7104, 0.7559], [0.0065, 0.3423, -0.1758], [-0.0888, -0.1092, 0.3124], [0.5850, 0.3982, -0.2099], [0.0115, 0.7926, -0.4745], [-0.2180, -0.0890, -0.2323], [-0.4267, -0.2456, 0.0683], [0.1436, -0.3221, 0.0688], [0.0705, -0.0827, -0.3148], [0.0354, -0.4169, -0.0942], [0.9910, 1.0124, -0.7894], [-0.5149, 0.0556, -0.0916], [0.2953, 0.3084, -0.2588], [0.0365, 0.0477, -0.0850], [0.1672, 0.0625, 0.2206], [0.0533, 0.1533, 0.2194], [0.0018, -0.3139, 0.1389], [-0.0147, -0.1334, 0.3302], [-0.1920, -0.0281, -0.2251], [-0.1700, -0.2856, -0.0556], [0.2611, 0.2777, -0.2692], [-0.2361, -0.0453, -0.2337], [0.0975, 1.0444, 0.3343], [0.0811, -1.0461, -1.1923], [-0.1575, -0.3320, 0.3641], [-0.2430, 0.8881, 0.0083], [0.3768, -0.4456, 0.2379], [1.9729, -0.5459, 0.5661], [-0.5757, -0.0058, 0.1268], [0.6973, 0.1652, 1.7539], [0.2894, -0.1180, -0.0125], [0.3267, -1.1302, -1.2640], [0.1301, 0.2924, 0.2213], [0.0844, -0.3454, 0.1615], [-5.6851, 0.9144, -0.8744], [0.9561, 0.2462, 0.7298], [-0.4780, -0.1743, -0.0738], [0.0046, -0.3587, 0.2082], [0.3335, -0.1137, 0.2513], [0.3259, -0.0436, 0.0572], [0.5301, -0.0030, -0.3198], [0.3008, 0.0082, -0.1889], [0.1605, -0.0144, 0.0401], [0.0109, 0.2703, -0.4687], [-0.4002, 0.0843, -0.1029], [-0.3829, 0.0865, -0.0758], [0.9015, -0.0157, 0.3040], [-0.2589, -0.2486, -0.6126], [0.0107, -0.2430, -0.0420], [0.0008, 0.2177, 0.4077], [-0.0153, -0.3975, -0.0157], [0.0025, 0.1725, -0.1163], [0.2613, 0.0115, 0.5142], [-0.0230, 0.0220, 0.3049], [0.0878, 0.2560, -0.0135], [-0.2251, -0.0157, -0.6075], [0.1056, 0.1688, -0.0868], [-0.6897, -0.4215, 0.4749], [-0.4410, -0.9169, 0.2968], [0.0244, -0.0678, -0.3323], [0.8509, -0.8536, 1.1081], [1.1823, -0.1868, -1.4308], [-0.1673, 0.3076, -2.1907], [-0.5832, 0.1544, 0.8168], [-0.4971, 0.1397, 1.4732], [0.7135, -0.2358, 2.2509], [-1.0118, 0.3038, -0.6189], [-0.9842, 0.5284, -1.1146], [0.4640, -0.6131, -1.5192], [1.1395, -0.5313, 0.6511], [0.1646, -0.0561, 0.4482], [-0.4129, 0.1508, 0.3078], [0.2266, 0.4153, -0.1050], [0.0531, -0.3519, -0.2480], [-0.1985, 0.1140, -0.3427], [-0.0767, 0.0349, 0.3243], [-0.5390, 0.2301, 0.0968], [-0.0987, -0.2550, 0.0528], [0.2779, 0.0961, 0.1516]], "mulliken_charge": [-0.549, -0.903, -0.524, 0.783, -1.067, -0.564, 0.915, 0.553, 0.551, 0.534, 0.711, 0.333, 0.541, -0.421, 0.351, -0.690, 0.413, -0.522, 0.407, -0.941, 0.423, 0.653, -0.188, 1.327, -0.389, 0.266, -0.463, 0.897, -1.524, 0.652, -0.345, 1.469, -1.258, 0.819, -0.189, -0.524, 0.564, -0.263, 0.326, -0.705, 0.392, -0.476, 0.384, -0.633, 0.376, -0.402, 0.223, 0.580, -0.195, 0.405, -0.649, 0.436, -0.576, 0.417, -0.677, 0.448, -0.483, 0.378, -0.180, -0.468, -0.258, 0.335, 0.181, 0.119, -0.596, -0.162, -0.232, -0.603, -0.166, 0.390, 0.301, -0.951, 0.480, -0.428, 0.123, 0.436, 0.398, 0.466, 0.232, 0.174]}

***

[2]
{"formula": "C4H12S", "method": "ωB97M-V with the def2-TZVPD basis set", "total_charge": 0, "lumo_energy_ev": 0.88, "homo_energy_ev": -8.4734, "de_lowest_kcal_mol": 25.52, "species": ["C", "C", "H", "H", "H", "H", "H", "H", "C", "C", "S", "H", "H", "H", "H", "H", "H"], "coordinates": [[-1.9070, -2.0440, 1.3694], [-1.8764, -2.7011, -0.0835], [-1.8586, -0.9358, 1.3190], [-2.7881, -2.3818, 1.9478], [-1.0073, -2.6241, 1.7622], [-2.0240, -1.7955, -0.7493], [-2.7087, -3.2873, -0.4679], [-0.9206, -3.1863, -0.2627], [2.6886, 1.1883, -0.0608], [0.6307, 3.0406, -0.9856], [1.5930, 2.4476, 0.5017], [2.1375, 0.6496, -0.8586], [3.6415, 1.4555, -0.5472], [2.9837, 0.5136, 0.7486], [0.1421, 3.9163, -0.5192], [-0.1170, 2.4139, -1.4377], [1.3903, 3.3304, -1.6761]], "forces_ev_per_a": [[0.5622, -2.5679, -0.6669], [-0.9580, 2.9676, -0.6739], [0.3473, -0.9591, 0.2877], [0.4430, 0.3759, -0.2560], [-1.0285, 1.7468, 0.5555], [0.8580, -1.0368, 0.1655], [-0.0566, -0.5734, 0.8400], [-0.1584, 0.0548, -0.2526], [0.4597, -1.2066, -1.7397], [0.7884, 0.3990, 1.8316], [-0.9849, 0.7926, 0.2732], [0.3466, -0.2603, 0.6595], [-0.3540, 0.6543, 0.2674], [-0.5156, 0.0823, -0.0374], [0.2128, -0.2723, -0.6147], [-0.1006, -0.6653, 0.1264], [0.1386, 0.4685, -0.7655]], "mulliken_charge": [-0.652, -0.764, 0.239, 0.242, 0.193, 0.193, 0.309, 0.240, -0.795, -0.805, -0.069, 0.238, 0.300, 0.292, 0.256, 0.299, 0.285]}

***

M values, unit g/mol, following the record order: 820.71 92.21.